H22O11 | the ωB97M-V functional and the def2-TZVPD basis

Structure (ORCA input):
```
! RIJCOSX wB97M-V def2-TZVPD def2/J DEFGRID3
* xyz 0 1
O -3.17 11.06 16.89
H -2.88 10.52 17.64
H -4.01 10.71 16.54
O -5.24 11.94 12.90
H -5.20 12.80 13.27
H -6.08 11.66 13.13
O -6.62 6.76 16.93
H -5.66 6.80 16.88
H -6.93 7.48 16.35
O -5.38 9.12 18.18
H -6.23 9.47 18.31
H -5.37 8.29 18.61
O -5.45 8.32 13.51
H -5.40 8.87 14.33
H -6.00 8.87 12.97
O -5.19 9.89 15.65
H -5.69 10.66 15.79
H -5.21 9.29 16.44
O -6.36 12.40 16.19
H -7.27 12.66 16.29
H -5.92 12.48 17.07
O -3.90 6.88 16.86
H -3.32 7.07 16.13
H -3.93 5.94 17.01
O -4.94 14.03 14.60
H -5.38 13.53 15.27
H -5.34 14.88 14.63
O -7.90 10.84 14.12
H -7.69 10.01 14.55
H -8.66 10.64 13.57
O -2.25 8.80 18.19
H -2.07 8.60 19.10
H -2.94 8.20 17.95
*
```

Structure (SMILES): O.O.O.O.O.O.O.O.O.O.O
Kohn-Sham gap, eV: 9.6
Relative energy (zero: lowest compared OMol25 entry of this formula, charge and spin), kcal per mole: 45.0
E_LUMO, eV: -0.33



H22O11 | the ωB97M-V functional and the def2-TZVPD basis

Structure (ORCA input):
```
! RIJCOSX wB97M-V def2-TZVPD def2/J DEFGRID3
* xyz 0 1
O 2.48 -2.11 1.22
H 2.61 -3.07 1.30
H 1.58 -1.86 1.51
O -0.24 -2.86 0.96
H 0.15 -2.28 0.29
H -1.13 -2.92 0.60
O 2.05 0.07 -2.25
H 2.72 0.30 -1.61
H 1.58 -0.72 -2.00
O -3.28 -1.91 -0.12
H -3.18 -0.98 -0.39
H -4.20 -1.96 0.21
O -0.94 1.39 -3.06
H -0.03 1.26 -2.74
H -1.21 2.30 -2.84
O -0.15 -0.59 2.68
H -0.44 -1.23 2.01
H -0.88 -0.35 3.24
O 3.64 0.11 0.40
H 3.52 -0.84 0.55
H 4.43 0.38 0.86
O 0.86 1.14 0.65
H 0.49 0.72 1.47
H 1.84 0.90 0.68
O -0.67 2.91 -0.53
H -0.34 3.81 -0.48
H -0.02 2.39 -0.04
O -3.31 2.11 -0.23
H -2.46 2.55 -0.34
H -3.18 1.71 0.65
O -0.78 -0.46 -0.64
H -1.09 -0.32 -1.56
H -0.41 0.41 -0.43
*
```

Structure (SMILES): O.O.O.O.O.O.O.O.O.O.O
Kohn-Sham gap, eV: 11.0
Relative energy (zero: lowest compared OMol25 entry of this formula, charge and spin), kcal per mole: 10.8
E_LUMO, eV: 0.19



H22O11 | the ωB97M-V functional and the def2-TZVPD basis

Structure (ORCA input):
```
! RIJCOSX wB97M-V def2-TZVPD def2/J DEFGRID3
* xyz 0 1
H 0.44 -0.96 0.76
H 0.03 0.41 1.29
H 1.00 4.17 -0.53
H 0.59 4.75 -1.93
H -2.36 -3.01 -3.80
H -2.17 -2.36 -2.44
H -1.41 -0.39 -0.45
H -2.26 0.26 0.66
H 2.94 -3.14 0.98
H 4.11 -3.24 1.92
H 4.53 -2.88 -0.92
H 3.70 -1.77 -0.25
H -4.46 -2.08 -0.60
H -4.48 -1.39 0.73
H 2.29 1.93 -2.84
H 1.50 2.27 -1.66
H 2.36 0.95 1.07
H 1.80 0.77 2.38
H -2.12 1.89 -0.27
H -2.95 0.82 -0.74
H -2.57 1.66 4.12
H -1.91 1.18 2.74
O 0.15 -0.04 0.47
O 0.78 3.99 -1.46
O -1.75 -2.79 -3.11
O -2.04 -0.64 0.23
O 3.30 -2.70 1.75
O 4.64 -1.98 -0.57
O -3.88 -1.94 0.25
O 2.33 2.51 -2.06
O 2.57 1.13 2.00
O -2.04 1.03 -0.83
O -2.69 1.56 3.11
*
```

Structure (SMILES): O.O.O.O.O.O.O.O.O.O.O
Kohn-Sham gap, eV: 8.8
Relative energy (zero: lowest compared OMol25 entry of this formula, charge and spin), kcal per mole: 187.0
E_LUMO, eV: -0.23



H22O11 | the ωB97M-V functional and the def2-TZVPD basis

Structure (ORCA input):
```
! RIJCOSX wB97M-V def2-TZVPD def2/J DEFGRID3
* xyz 1 2
O -0.97 2.28 1.72
H -1.51 1.98 2.46
H -1.51 2.94 1.29
O -2.95 -0.33 0.29
H -3.58 -0.23 -0.42
H -2.10 -0.11 -0.10
O 1.83 1.95 1.93
H 1.65 1.04 2.18
H 0.97 2.35 1.85
O -1.79 -0.33 -3.04
H -1.15 -0.34 -2.33
H -1.89 -1.24 -3.29
O -0.70 -3.21 -0.81
H -1.03 -2.32 -0.86
H -0.82 -3.46 0.11
O 2.11 -0.22 -1.78
H 2.47 -0.31 -2.66
H 2.12 0.73 -1.61
O -0.36 0.09 -0.19
H 0.59 -0.01 -0.15
H -0.54 0.84 0.38
O 1.96 -0.97 1.44
H 1.87 -1.03 2.39
H 2.90 -0.93 1.28
O -3.11 0.69 2.85
H -3.95 0.35 3.15
H -3.07 0.44 1.92
O 1.58 -3.04 -2.15
H 1.59 -2.10 -1.96
H 0.90 -3.39 -1.57
O 2.86 2.41 -1.09
H 2.60 2.18 -0.20
H 3.06 3.34 -1.04
*
```

<S²>: 0.754
Kohn-Sham gap (spin up / spin down), eV: 10.3 / 2.7
Relative energy (zero: lowest compared OMol25 entry of this formula, charge and spin), kcal per mole: 5.8
E_LUMO (spin up / spin down), eV: -3.41 / -11.01



H22O11Xe | the ωB97M-V functional and the def2-TZVPD basis

Structure (ORCA input):
```
! RIJCOSX wB97M-V def2-TZVPD def2/J DEFGRID3
* xyz 0 1
Xe -12.88 18.05 17.87
O -13.36 20.78 15.21
H -13.54 20.97 16.13
H -14.21 20.53 14.85
O -12.00 16.69 14.34
H -11.54 16.40 15.13
H -11.72 17.60 14.22
O -16.47 20.27 19.04
H -16.69 19.47 18.57
H -15.75 20.65 18.54
O -11.21 19.36 14.39
H -11.93 19.95 14.58
H -10.82 19.71 13.59
O -11.43 15.54 20.57
H -10.87 15.77 19.83
H -11.89 16.35 20.79
O -16.29 16.78 15.38
H -16.35 17.47 16.04
H -16.08 15.99 15.88
O -11.45 19.71 20.62
H -10.90 19.90 19.86
H -12.15 20.36 20.58
O -15.42 16.73 20.99
H -15.71 15.89 21.32
H -14.47 16.71 21.08
O -15.57 15.08 17.67
H -14.78 14.92 18.18
H -16.25 15.23 18.32
O -13.01 17.67 21.57
H -12.68 18.43 21.10
H -12.76 17.82 22.48
O -13.61 14.18 19.29
H -12.75 14.54 19.49
H -13.74 13.49 19.95
*
```

Kohn-Sham gap, eV: 10.0
Relative energy (zero: lowest compared OMol25 entry of this formula, charge and spin), kcal per mole: 14.7
E_LUMO, eV: -0.48



H22O11Xe | the ωB97M-V functional and the def2-TZVPD basis

Structure (ORCA input):
```
! RIJCOSX wB97M-V def2-TZVPD def2/J DEFGRID3
* xyz 0 1
Xe 0.61 -0.39 -0.94
O 2.69 -1.97 1.34
H 3.05 -1.17 0.95
H 2.89 -2.66 0.71
O -0.12 -1.82 2.17
H -0.21 -2.21 3.04
H 0.78 -2.02 1.92
O 2.05 0.41 -4.06
H 1.98 -0.44 -4.50
H 1.15 0.66 -3.88
O -0.93 2.78 0.68
H -0.40 2.04 0.98
H -0.29 3.47 0.50
O -2.67 -0.46 2.34
H -1.75 -0.72 2.24
H -2.65 0.16 3.07
O -0.88 -4.07 0.60
H -0.45 -3.42 1.15
H -1.61 -4.39 1.13
O -3.59 0.30 -0.14
H -3.02 0.09 0.59
H -3.62 1.26 -0.16
O 3.95 0.23 0.44
H 3.65 0.04 -0.44
H 4.83 -0.14 0.48
O -0.89 0.87 -3.91
H -1.28 1.67 -3.56
H -1.62 0.38 -4.28
O 0.95 1.10 2.17
H 1.81 0.96 2.56
H 0.66 0.22 1.91
O -1.97 2.85 -1.85
H -1.71 3.73 -2.15
H -1.39 2.67 -1.11
*
```

Kohn-Sham gap, eV: 10.1
Relative energy (zero: lowest compared OMol25 entry of this formula, charge and spin), kcal per mole: 8.0
E_LUMO, eV: -0.08



H22O15S | the ωB97M-V functional and the def2-TZVPD basis

Structure (ORCA input):
```
! RIJCOSX wB97M-V def2-TZVPD def2/J DEFGRID3
* xyz -2 1
S 40.70 44.77 41.84
O 39.61 45.66 41.73
O 41.91 45.52 41.60
O 40.66 44.22 43.16
O 40.61 43.72 40.82
O 43.88 46.23 40.10
H 43.21 45.98 40.84
H 43.90 45.52 39.52
O 38.62 42.86 44.00
H 38.56 42.28 43.22
H 39.48 43.34 43.89
O 40.97 44.99 45.72
H 40.36 44.30 46.30
H 40.64 44.87 44.88
O 37.58 45.59 39.79
H 38.16 45.65 40.51
H 36.85 45.49 40.25
O 39.01 41.86 41.12
H 39.37 41.01 41.05
H 39.63 42.53 41.07
O 41.94 47.80 42.94
H 41.98 46.92 42.44
H 40.91 47.67 42.92
O 39.27 47.76 43.31
H 39.39 46.97 42.80
H 38.41 47.42 43.75
O 42.39 41.87 41.08
H 42.52 41.92 42.06
H 41.85 42.64 40.87
O 42.37 42.49 43.74
H 42.08 41.67 44.04
H 41.64 43.30 43.78
O 37.30 45.25 42.92
H 37.48 44.50 43.48
H 38.10 45.26 42.28
O 41.85 44.30 38.74
H 41.09 44.86 38.35
H 41.41 44.08 39.65
*
```

Kohn-Sham gap, eV: 9.0
Relative energy (zero: lowest compared OMol25 entry of this formula, charge and spin), kcal per mole: 3.9
E_LUMO, eV: 5.19